ORCA calculation (ωB97M-V/def2-TZVPD) on an isolated molecule of C23H22N2O7S at a distorted geometry.

Output
* multiplicity: 1
* SMILES string: COc1ccc(OC)c(N(CC(=O)Nc2ccc3c(c2)OCO3)S(=O)(=O)c2ccccc2)c1
* ΔE to the lowest compared entry with this formula, charge and spin: 56.2 kcal per mole
* HOMO: -7.73 eV

Geometry as XYZ:
```
55
Properties=species:S:1:pos:R:3:forces:R:3
C -2.721514 -3.082780 0.143066 -0.196 0.120 -0.055
H -3.570163 -3.761032 0.214005 0.019 0.094 -0.012
O -1.585038 -3.870733 0.415822 0.273 -0.196 0.075
C -0.360085 -3.286223 0.335604 0.205 0.004 -0.024
C -0.147652 -1.942349 0.055499 -0.173 -0.195 -0.005
C 1.138086 -1.430640 -0.036942 0.362 -0.585 0.306
C 2.246318 -2.255753 0.184277 -0.154 0.064 -0.158
C 2.024263 -3.593163 0.497777 0.197 0.108 -0.037
C 0.743537 -4.103309 0.565031 -0.312 0.161 -0.024
H 0.579219 -5.142552 0.799735 -0.015 -0.133 0.027
H 2.852080 -4.256916 0.687166 0.102 -0.035 0.007
O 3.478413 -1.681313 0.058626 -0.281 0.016 -0.004
C 4.606661 -2.470172 0.360276 0.113 -0.116 0.013
H 5.470967 -1.823732 0.211307 -0.023 -0.067 0.021
H 4.587297 -2.814525 1.398521 -0.006 -0.001 -0.035
H 4.686458 -3.330980 -0.311256 0.002 0.034 0.037
N 1.351636 -0.055548 -0.308308 0.211 0.514 0.809
S 1.584700 0.960700 0.986191 -0.020 0.094 -0.166
O 1.963898 0.168538 2.111084 0.224 -0.146 -0.140
O 0.426303 1.820106 1.136161 0.319 0.204 -0.061
C 2.939553 2.000051 0.450366 -0.525 -0.246 0.130
C 2.720703 3.342630 0.209479 -0.176 0.105 0.034
C 3.779827 4.134989 -0.204220 0.019 -0.012 0.006
C 5.036828 3.575429 -0.368927 -0.022 0.052 -0.011
C 5.243010 2.226614 -0.120543 -0.061 -0.068 0.042
C 4.187640 1.430961 0.292766 0.179 -0.105 0.009
H 4.301386 0.379918 0.493608 0.113 -0.152 -0.007
H 6.225621 1.798357 -0.248232 0.071 -0.053 -0.001
H 5.861146 4.194404 -0.690373 0.067 0.048 -0.030
H 3.623966 5.185741 -0.395416 -0.024 0.079 -0.009
H 1.731960 3.747761 0.358109 -0.080 0.094 -0.013
C 0.925846 0.521251 -1.561552 -0.026 0.068 -0.483
H 1.437708 0.011542 -2.384767 -0.127 0.123 0.115
H 1.232179 1.570870 -1.548547 -0.017 -0.006 -0.215
C -0.587580 0.438354 -1.834036 0.339 0.173 0.111
O -1.020414 -0.093501 -2.834301 -0.009 -0.102 -0.173
N -1.320796 1.011259 -0.852217 0.138 0.265 0.291
C -2.706061 0.970116 -0.663697 -0.436 -0.184 -0.214
C -3.580816 0.440382 -1.604784 0.295 -0.040 -0.141
C -4.951928 0.392010 -1.366344 -0.355 0.161 0.455
C -5.408007 0.890409 -0.171653 0.451 0.144 0.223
C -4.530290 1.426252 0.773875 -0.268 -0.254 -0.484
C -3.178348 1.477106 0.557471 -0.242 0.026 0.101
H -2.498407 1.882274 1.288844 0.090 0.069 0.148
O -5.240360 1.845685 1.866999 0.551 0.012 -0.104
C -6.593625 1.563934 1.581131 -1.011 0.226 0.721
O -6.691792 0.962342 0.309086 0.131 -0.163 -0.385
H -6.996429 0.879452 2.345143 0.161 0.108 -0.196
H -7.175036 2.500242 1.592612 0.193 -0.188 -0.060
H -5.630052 -0.019488 -2.094155 -0.094 -0.060 -0.118
H -3.187510 0.060137 -2.532131 0.024 0.009 -0.016
H -0.800392 1.414559 -0.068285 -0.098 -0.158 -0.329
H -0.981245 -1.279289 -0.091497 -0.123 0.081 0.026
H -2.840615 -2.277456 0.875179 0.014 -0.001 -0.024
H -2.683044 -2.652948 -0.862611 0.013 0.007 0.026
```
Positions in Å, forces in eV/Å.